7
Properties=species:S:1:pos:R:3:forces:R:3 method="wB97M-V/def2-TZVPD" max_force_ev_per_a=5.37 relative_energy_ev=2.461 homo_lumo_gap_ev=7.304 charge=-1 homo_ha=-0.1088 total_energy_ev=-15908.8600
N 0.233194 -0.740878 1.140406 -3.733 -1.453 3.578
N -0.552996 0.055939 0.704562 0.699 1.606 -1.948
O 1.173982 -1.402113 0.682655 2.111 -0.606 -0.991
S 0.015191 0.977996 -2.027977 2.155 -1.607 -1.725
H -0.197215 -1.119479 2.066736 1.588 -0.117 -0.258
H 0.142879 0.295749 -0.703400 -1.496 0.926 0.447
H -0.815034 1.932786 -1.862983 -1.324 1.251 0.897

13
Properties=species:S:1:pos:R:3:forces:R:3 method="wB97M-V/def2-TZVPD" max_force_ev_per_a=0.69 relative_energy_ev=2.939 homo_lumo_gap_ev=10.540 smiles="ON=C1CCC1" charge=0 homo_ha=-0.3464 total_energy_ev=-7796.7051
O -0.797989 2.452979 -0.686686 -0.086 0.413 -0.016
N -0.968622 1.144345 -1.132736 0.289 -0.562 0.284
C -0.315765 0.322994 -0.421619 -0.274 0.244 -0.333
C 0.583677 0.357624 0.798881 0.025 0.150 0.055
C 0.611654 -1.198601 0.741416 0.077 -0.136 0.102
C -0.239890 -1.177354 -0.559906 -0.093 -0.088 -0.149
H -1.351790 2.963987 -1.294000 0.179 -0.172 0.188
H 1.549780 0.844751 0.625465 -0.176 -0.065 -0.014
H 0.135697 0.801377 1.694376 0.039 -0.061 -0.180
H 1.604880 -1.641779 0.629006 -0.171 0.107 0.039
H 0.106419 -1.679304 1.583541 0.097 0.102 -0.133
H 0.287983 -1.502548 -1.462001 -0.056 0.021 0.146
H -1.206035 -1.688471 -0.515737 0.152 0.048 0.011

24
Properties=species:S:1:pos:R:3:forces:R:3 method="wB97M-V/def2-TZVPD" max_force_ev_per_a=1.76 relative_energy_ev=2.531 homo_lumo_gap_ev=9.862 smiles="C/C=N/NC=O.COC(=O)CO" charge=0 homo_ha=-0.3468 total_energy_ev=-17585.1801
C 2.428903 -2.441741 -0.372817 -0.292 -0.526 -0.587
C 2.339816 -0.035889 -0.391610 0.750 -0.574 0.472
C 2.210460 1.092220 0.683106 0.111 -0.563 -0.145
C -0.693220 2.726745 -0.600836 0.777 0.320 0.915
C -1.039389 1.297085 -0.306197 0.196 0.166 -0.104
C -3.792907 -0.723546 0.107616 -1.405 -1.061 -0.006
H 1.451538 -2.798251 -0.745221 0.462 0.231 -0.061
H 2.761612 -3.143759 0.388397 0.166 0.018 -0.114
H 3.151519 -2.344431 -1.192090 -0.242 -0.133 0.208
H 1.533343 1.828948 0.231451 0.098 -0.070 0.469
H 3.197190 1.583856 0.817917 -0.461 -0.385 -0.261
H 1.576353 -0.339416 1.954661 0.407 1.285 -0.285
H 0.095679 2.780266 -1.369870 -0.434 -0.035 0.163
H -1.553013 3.320532 -0.879796 -0.249 -0.146 -0.269
H -0.283945 3.237087 0.297827 -0.059 -0.359 -0.368
H -0.220869 0.553516 -0.362779 -0.464 0.170 -0.136
H -1.763914 -1.061054 -0.148737 -0.100 -0.120 0.047
H -4.434997 0.177155 0.110774 0.059 -0.230 0.157
N -2.233143 0.952885 -0.057868 0.413 0.331 -0.921
N -2.507435 -0.378017 -0.066171 0.604 0.176 0.521
O 2.267468 -1.207421 0.293475 -0.222 0.639 0.090
O 2.547029 0.027824 -1.582134 -0.436 0.433 1.309
O 1.766621 0.632019 1.977693 -0.139 -0.353 -1.036
O -4.212173 -1.865892 0.192236 0.461 0.787 -0.056